Record 1
{"formula": "H7N3O3Si", "method": "ωB97M-V with the def2-TZVPD basis set", "lumo_energy_ev": [0.211, 0.013], "multiplicity": 1, "orbital_gap_ev": [9.41, 6.61], "species": ["N", "N", "N", "O", "O", "O", "Si", "H", "H", "H", "H", "H", "H", "H"], "coordinates": [[-2.68, -0.46, -0.39], [1.60, -1.81, 0.31], [0.61, 2.10, 1.41], [-1.59, -0.78, -1.26], [1.14, -0.57, -0.26], [-0.28, 2.02, 0.42], [0.00, -0.36, -1.41], [-2.19, -0.07, 0.43], [-3.08, 0.40, -0.84], [2.59, -1.76, -0.09], [1.45, -1.95, 1.28], [1.39, 2.69, 1.11], [0.71, 1.31, 2.08], [0.33, -0.76, -2.79]]}


Record 2
{"formula": "C4H7NO2", "method": "ωB97M-V with the def2-TZVPD basis set", "lumo_energy_ev": 0.726, "smiles": "CNC(C=O)C=O", "multiplicity": 1, "orbital_gap_ev": 10.12, "species": ["C", "N", "C", "C", "O", "C", "O", "H", "H", "H", "H", "H", "H", "H"], "coordinates": [[1.51, 0.25, 0.62], [0.70, -0.91, 0.24], [-0.57, -0.54, -0.34], [-0.33, 0.38, -1.53], [-1.10, 1.26, -1.87], [-1.59, 0.07, 0.62], [-1.46, 0.01, 1.82], [1.49, 0.99, -0.19], [1.16, 0.75, 1.53], [2.55, -0.07, 0.73], [0.53, -1.48, 1.06], [-1.06, -1.44, -0.77], [0.63, 0.20, -2.05], [-2.46, 0.55, 0.14]]}


Record 3
{"formula": "C42H28BF4N10Tc", "method": "ωB97M-V with the def2-TZVPD basis set", "lumo_energy_ev": [-10.814, -11.996], "total_charge": 3, "multiplicity": 4, "orbital_gap_ev": [5.98, 4.75], "species": ["Tc", "C", "C", "C", "C", "N", "N", "B", "N", "N", "C", "C", "C", "C", "C", "C", "C", "C", "C", "C", "N", "N", "C", "C", "C", "C", "C", "C", "C", "C", "C", "C", "C", "C", "C", "C", "C", "C", "H", "H", "H", "H", "H", "H", "H", "H", "H", "H", "H", "H", "H", "H", "H", "H", "H", "H", "H", "H", "H", "H", "H", "H", "H", "H", "H", "H", "F", "C", "C", "F", "C", "C", "C", "F", "C", "C", "C", "N", "C", "N", "F", "C", "C", "N", "C", "N"], "coordinates": [[-0.05, -0.12, -0.01], [-2.00, 2.46, -4.35], [-1.79, 2.21, -2.91], [-2.27, 2.96, -1.84], [-1.85, 2.31, -0.68], [-1.13, 1.22, -1.05], [-1.08, 1.18, -2.40], [-0.22, 0.12, -3.10], [1.22, 0.32, -2.57], [1.49, 0.08, -1.28], [2.82, 0.17, -1.08], [3.40, 0.57, -2.28], [2.36, 0.64, -3.21], [2.45, 1.01, -4.63], [3.54, -0.26, 0.18], [3.64, 0.67, 2.72], [4.80, 0.66, 3.64], [6.00, 0.31, 3.19], [6.28, 0.10, 1.74], [5.07, -0.39, -0.07], [-0.74, -1.25, -2.59], [-0.79, -1.46, -1.27], [-1.40, -2.65, -1.05], [-1.73, -3.20, -2.29], [-1.31, -2.28, -3.25], [-1.48, -2.36, -4.71], [-1.70, -3.12, 0.29], [-2.15, -4.44, 0.52], [-2.47, -4.85, 1.80], [-2.36, -3.98, 2.87], [-1.92, -2.68, 2.67], [-1.59, -2.27, 1.40], [-2.15, 2.65, 0.69], [-2.18, 4.01, 1.08], [-2.49, 4.36, 2.37], [-2.82, 3.37, 3.30], [-2.82, 2.03, 2.92], [-2.49, 1.67, 1.64], [-2.60, 3.36, -4.48], [-2.53, 1.63, -4.82], [-1.06, 2.58, -4.88], [-2.87, 3.85, -1.90], [-0.27, 0.20, -4.27], [4.42, 0.79, -2.48], [3.48, 1.23, -4.90], [1.84, 1.90, -4.84], [2.08, 0.21, -5.27], [2.83, 0.03, 3.05], [4.62, 0.86, 4.68], [6.82, 0.21, 3.87], [7.33, 0.30, 1.53], [5.42, -0.54, -1.08], [-2.22, -4.13, -2.48], [-1.92, -3.31, -4.98], [-0.53, -2.24, -5.23], [-2.14, -1.56, -5.07], [-2.24, -5.12, -0.31], [-2.82, -5.86, 1.96], [-2.64, -4.30, 3.87], [-1.85, -1.99, 3.50], [-1.30, -1.20, 1.25], [-1.92, 4.76, 0.35], [-2.49, 5.40, 2.66], [-3.10, 3.65, 4.31], [-3.13, 1.28, 3.64], [-2.59, 0.64, 1.32], [5.76, 2.03, 0.24], [5.36, 0.87, 0.78], [5.88, -1.22, 0.96], [6.98, -1.74, 0.34], [5.15, -2.35, 1.64], [3.70, -2.39, 1.51], [2.98, -1.49, 0.82], [1.59, -1.59, 0.87], [3.91, 0.80, 1.26], [3.12, 1.92, 1.94], [1.77, 1.73, 1.58], [0.81, 1.21, 1.18], [3.69, 3.21, 2.13], [4.17, 4.23, 2.30], [3.05, -3.37, 2.12], [5.85, -3.33, 2.27], [5.30, -4.53, 2.79], [4.88, -5.52, 3.19], [7.27, -3.26, 2.41], [8.40, -3.21, 2.53]]}


Record 4
{"formula": "C5H11NO", "method": "ωB97M-V with the def2-TZVPD basis set", "lumo_energy_ev": [-3.631, -8.042], "total_charge": 1, "multiplicity": 2, "orbital_gap_ev": [11.46, 7.11], "species": ["C", "N", "C", "C", "C", "C", "O", "H", "H", "H", "H", "H", "H", "H", "H", "H", "H", "H"], "coordinates": [[-0.43, -1.60, 0.33], [-0.78, -0.21, -0.11], [-1.68, 0.47, 0.85], [1.03, 0.21, -1.70], [0.38, 0.65, -0.38], [1.33, 0.95, 0.78], [1.23, 0.55, 1.89], [-0.24, -1.68, 1.40], [0.38, -1.96, -0.29], [-1.32, -2.22, 0.08], [-2.38, 1.11, 0.26], [-2.34, -0.30, 1.27], [-1.14, 0.90, 1.69], [0.87, 0.70, -2.66], [2.13, 0.06, -1.55], [0.76, -0.86, -1.77], [-0.03, 1.67, -0.59], [2.23, 1.59, 0.49]]}


Record 5
{"formula": "C44H41BaBrF12N6O4S", "method": "ωB97M-V with the def2-TZVPD basis set", "lumo_energy_ev": 3.687, "total_charge": -2, "multiplicity": 1, "orbital_gap_ev": 5.04, "species": ["Ba", "C", "C", "C", "C", "C", "N", "C", "C", "C", "C", "C", "C", "C", "C", "O", "C", "F", "F", "F", "C", "F", "F", "F", "C", "C", "C", "O", "C", "F", "F", "F", "C", "F", "F", "F", "H", "H", "H", "H", "H", "H", "H", "H", "H", "H", "H", "H", "Br", "C", "C", "C", "C", "C", "C", "C", "C", "C", "C", "H", "H", "H", "H", "H", "H", "C", "C", "O", "C", "C", "H", "H", "H", "H", "H", "H", "H", "H", "H", "H", "N", "C", "O", "C", "C", "C", "C", "N", "C", "H", "H", "H", "H", "H", "H", "C", "C", "C", "N", "N", "C", "N", "S", "H", "H", "H", "H", "H", "H", "H"], "coordinates": [[0.39, -0.72, 0.13], [3.26, 4.79, -1.52], [3.08, 3.29, -1.58], [2.59, 2.67, -2.72], [2.35, 1.30, -2.73], [2.57, 0.50, -1.59], [2.16, -0.83, -1.55], [2.56, -1.78, -2.44], [3.67, -1.56, -3.31], [4.21, -2.54, -4.11], [3.70, -3.84, -4.11], [4.31, -4.94, -4.93], [2.61, -4.07, -3.28], [2.00, -3.10, -2.47], [0.82, -3.57, -1.57], [0.20, -2.60, -0.85], [-0.33, -4.21, -2.44], [-0.95, -3.23, -3.13], [-1.25, -4.79, -1.66], [0.02, -5.13, -3.36], [1.34, -4.70, -0.59], [2.62, -4.55, -0.27], [1.22, -5.95, -1.11], [0.65, -4.71, 0.56], [3.11, 1.13, -0.43], [3.34, 2.51, -0.47], [3.35, 0.26, 0.87], [2.21, -0.21, 1.41], [4.34, -0.97, 0.49], [4.99, -0.79, -0.67], [3.68, -2.12, 0.43], [5.33, -1.18, 1.41], [4.13, 1.05, 1.98], [3.48, 2.17, 2.35], [5.37, 1.43, 1.61], [4.25, 0.33, 3.11], [3.23, 5.23, -2.52], [4.22, 5.06, -1.07], [2.48, 5.26, -0.92], [2.36, 3.25, -3.61], [1.93, 0.82, -3.61], [4.12, -0.58, -3.30], [5.07, -2.30, -4.73], [4.72, -4.56, -5.87], [3.58, -5.71, -5.19], [5.13, -5.45, -4.41], [2.22, -5.08, -3.25], [3.75, 3.01, 0.40], [-1.17, 0.02, -2.80], [-1.62, 1.83, -2.47], [-1.67, 2.63, -3.58], [-2.06, 3.99, -3.44], [-2.42, 4.47, -2.22], [-2.37, 3.63, -1.06], [-2.79, 4.14, 0.19], [-2.72, 3.34, 1.29], [-2.21, 2.02, 1.18], [-1.77, 1.41, 0.01], [-1.93, 2.27, -1.14], [-1.41, 2.23, -4.55], [-2.09, 4.63, -4.31], [-2.74, 5.49, -2.10], [-3.13, 5.17, 0.26], [-3.03, 3.73, 2.26], [-2.09, 1.50, 2.13], [-2.97, -4.68, 1.33], [-3.92, -3.72, 0.67], [-3.19, -2.97, -0.28], [-3.99, -2.28, -1.22], [-4.56, -0.98, -0.69], [-2.61, -5.42, 0.62], [-3.46, -5.20, 2.17], [-2.09, -4.15, 1.71], [-4.74, -4.26, 0.17], [-4.39, -3.06, 1.42], [-4.79, -2.94, -1.58], [-3.32, -2.07, -2.06], [-5.19, -1.15, 0.18], [-5.17, -0.50, -1.46], [-3.75, -0.29, -0.42], [-4.75, 0.72, 2.23], [-4.84, -0.33, 3.05], [-5.88, -0.68, 3.60], [-3.56, -1.09, 3.33], [-3.52, -1.90, 4.45], [-2.37, -2.60, 4.73], [-1.28, -2.45, 3.89], [-1.30, -1.69, 2.79], [-2.44, -1.05, 2.50], [-5.61, 1.19, 2.00], [-3.90, 1.02, 1.76], [-4.40, -1.96, 5.07], [-2.30, -3.26, 5.59], [-0.34, -2.96, 4.09], [-2.44, -0.50, 1.56], [-0.20, 6.44, 2.85], [1.16, 5.74, 2.76], [1.02, 4.24, 2.83], [0.76, 3.52, 1.80], [0.61, 2.17, 2.09], [0.82, 1.93, 3.35], [0.75, 0.66, 3.90], [1.13, 3.34, 4.30], [-0.10, 7.52, 2.69], [-0.66, 6.29, 3.83], [-0.88, 6.03, 2.10], [1.82, 6.09, 3.56], [1.63, 5.97, 1.81], [0.90, -0.08, 3.21], [1.35, 0.53, 4.70]]}


Record 6
{"formula": "C28H46NOP2Pt", "method": "ωB97M-V with the def2-TZVPD basis set", "lumo_energy_ev": [-4.819, -8.042], "total_charge": 2, "multiplicity": 6, "orbital_gap_ev": [7.47, 5.31], "species": ["Pt", "C", "C", "C", "C", "C", "C", "H", "H", "H", "C", "H", "H", "H", "C", "H", "H", "H", "C", "H", "H", "H", "C", "H", "H", "H", "C", "C", "C", "C", "C", "C", "C", "C", "H", "H", "H", "H", "H", "H", "H", "H", "H", "H", "H", "H", "P", "C", "C", "P", "C", "C", "C", "H", "H", "H", "H", "H", "H", "H", "H", "H", "H", "H", "H", "H", "H", "O", "N", "C", "C", "C", "C", "C", "H", "H", "H", "H", "H"], "coordinates": [[-0.06, -2.39, -2.24], [-1.64, -1.58, 2.99], [-1.30, -2.67, 2.14], [0.57, -2.08, 3.31], [-0.47, -1.21, 3.70], [0.03, -3.03, 2.41], [-2.94, -0.87, 3.03], [-3.53, -1.01, 2.12], [-2.79, 0.21, 3.17], [-3.58, -1.21, 3.86], [-0.38, -0.07, 4.64], [-1.35, 0.40, 4.83], [0.29, 0.70, 4.24], [0.04, -0.39, 5.60], [1.99, -1.84, 3.63], [2.14, -1.66, 4.70], [2.37, -0.96, 3.09], [2.57, -2.70, 3.33], [0.79, -4.11, 1.77], [0.33, -5.09, 1.94], [1.82, -4.17, 2.11], [0.85, -3.98, 0.69], [-2.08, -3.31, 1.08], [-2.51, -4.27, 1.36], [-1.46, -3.47, 0.18], [-2.90, -2.69, 0.77], [-1.30, 2.33, 0.13], [-2.39, 1.58, 0.31], [-2.70, 0.22, -0.21], [-1.69, -0.37, -1.20], [-0.26, -0.48, -0.91], [0.82, 0.26, -0.60], [0.92, 1.74, -0.77], [-0.44, 2.38, -1.07], [-3.70, 0.19, -0.70], [-1.82, 0.20, -2.17], [-2.76, -0.45, 0.65], [-0.86, 1.84, -1.91], [-0.91, 2.97, 0.94], [-3.19, 2.02, 0.91], [-0.24, 3.40, -1.43], [1.31, 2.13, 0.17], [1.76, -0.29, -0.36], [1.70, 1.95, -1.53], [-2.06, -1.39, -1.45], [-0.30, -3.91, -2.56], [-0.83, 0.75, -3.91], [-0.69, 2.58, -4.22], [-1.78, 0.29, -5.41], [1.27, -1.29, -3.37], [0.92, 0.35, -4.14], [0.70, -2.39, -4.69], [3.06, -1.16, -3.34], [0.28, 2.97, -3.89], [-1.47, 3.14, -3.67], [-0.81, 2.81, -5.29], [-1.41, 0.83, -6.29], [-2.83, 0.57, -5.24], [-1.73, -0.80, -5.56], [3.42, -0.72, -4.28], [3.49, -2.15, -3.21], [3.40, -0.53, -2.51], [1.55, 1.16, -3.73], [1.09, 0.28, -5.24], [1.25, -3.31, -4.59], [0.87, -1.91, -5.64], [-0.37, -2.60, -4.56], [2.64, 0.98, 1.96], [2.33, 2.10, 2.57], [2.17, 2.11, 3.93], [1.63, 3.22, 4.56], [1.26, 4.34, 3.81], [1.45, 4.32, 2.43], [2.11, 3.26, 1.86], [2.49, 1.21, 4.46], [1.48, 3.17, 5.63], [0.85, 5.22, 4.30], [1.11, 5.12, 1.77], [2.44, 3.27, 0.81]]}